(1)
{"formula": "C43H81Cl8F5N3O26S4", "method": "ωB97M-V/def2-TZVPD", "charge": -1, "multiplicity": 1, "orbital_gap_ev": 8.299, "symbols": ["C", "C", "C", "N", "C", "C", "C", "C", "C", "C", "H", "H", "H", "H", "H", "H", "H", "H", "H", "H", "H", "H", "H", "H", "H", "H", "H", "H", "H", "H", "N", "S", "O", "O", "F", "S", "O", "O", "F", "N", "S", "O", "O", "F", "S", "O", "O", "F", "C", "Cl", "Cl", "H", "H", "C", "Cl", "Cl", "H", "H", "C", "Cl", "Cl", "H", "H", "C", "Cl", "Cl", "H", "H", "C", "C", "O", "C", "O", "O", "C", "H", "H", "H", "H", "H", "H", "H", "H", "C", "C", "O", "C", "O", "O", "C", "H", "H", "H", "H", "H", "H", "H", "H", "C", "C", "O", "C", "O", "O", "C", "H", "H", "H", "H", "H", "H", "H", "H", "C", "C", "O", "C", "O", "O", "C", "H", "H", "H", "H", "H", "H", "H", "H", "C", "C", "O", "C", "O", "O", "C", "H", "H", "H", "H", "H", "H", "H", "H", "C", "C", "O", "C", "O", "O", "C", "H", "H", "H", "H", "H", "H", "H", "H", "F", "C", "C", "C", "C", "C", "C", "H", "H", "H", "H", "H"], "coordinates": [[13.4629, 17.6987, -0.4056], [13.1114, 16.2995, -0.0827], [13.2187, 15.3112, -1.3227], [12.7782, 13.8169, -1.1020], [11.2834, 13.7692, -0.7021], [10.6562, 12.3293, -0.7562], [10.8974, 11.6190, -2.1104], [12.4315, 11.5793, -2.4280], [13.0771, 13.0056, -2.3926], [13.5553, 13.1985, 0.0610], [13.5209, 18.3076, 0.4965], [12.6817, 18.0774, -1.0648], [14.3456, 17.8351, -1.0304], [12.1118, 16.4479, 0.3260], [13.7614, 15.8699, 0.6796], [14.2418, 15.2774, -1.6971], [12.6396, 15.5851, -2.2045], [10.8580, 14.4587, -1.4313], [11.1300, 14.3072, 0.2334], [9.5924, 12.2929, -0.5215], [11.0052, 11.7358, 0.0888], [10.4637, 12.2419, -2.8926], [10.5444, 10.5882, -2.0790], [12.5749, 11.2727, -3.4641], [12.8781, 10.9270, -1.6775], [12.6418, 13.6838, -3.1265], [14.1560, 12.9397, -2.5332], [14.5907, 13.5140, -0.0677], [13.4595, 12.1133, 0.0239], [13.1142, 13.5566, 0.9912], [17.0908, 9.4839, 1.8281], [17.8041, 9.7294, 3.1356], [17.4588, 8.9930, 4.3432], [18.2510, 11.1407, 3.2545], [19.1813, 8.9503, 2.7836], [15.6031, 9.9885, 2.6251], [15.4112, 11.3831, 3.0286], [14.8351, 8.9090, 3.2746], [14.7553, 10.0602, 1.2707], [8.2609, 14.0796, -6.1117], [8.6057, 12.6040, -6.1921], [8.0123, 11.7202, -5.1843], [9.8023, 12.1297, -6.8148], [7.6251, 12.3780, -7.4468], [9.1697, 14.2899, -4.6278], [10.5983, 14.0860, -4.6164], [8.4456, 13.9041, -3.4379], [9.0890, 15.8935, -4.5945], [8.4570, 17.0043, -1.2577], [8.2728, 17.0809, 0.4828], [10.1299, 17.1338, -1.8741], [8.0884, 16.0721, -1.6857], [7.9113, 17.8742, -1.6231], [13.7632, 11.6278, -6.6684], [12.5738, 10.2699, -6.3204], [13.2999, 12.6832, -8.0561], [13.8569, 12.2413, -5.7724], [14.7072, 11.1641, -6.9547], [6.1797, 13.0757, 1.5695], [7.2033, 13.5879, 0.1924], [5.8472, 11.3457, 1.4160], [6.7880, 13.2821, 2.4501], [5.2597, 13.6602, 1.5731], [10.1924, 20.1565, 2.8740], [11.3639, 19.6023, 1.6900], [8.6195, 19.8259, 2.1723], [10.2789, 19.5970, 3.8054], [10.3652, 21.2076, 3.1054], [12.0979, 17.2117, -8.5240], [12.0812, 16.5218, -7.1362], [12.8478, 17.3605, -6.2461], [13.8445, 16.8564, -5.4758], [13.9573, 15.6440, -5.1745], [14.5719, 17.8837, -4.9680], [15.4977, 17.6058, -3.9538], [11.1520, 17.0136, -9.0282], [12.9284, 16.8563, -9.1339], [12.2206, 18.2911, -8.4343], [12.3698, 15.4790, -7.2680], [11.1111, 16.5653, -6.6411], [14.9940, 17.1367, -3.1086], [16.0423, 18.5117, -3.6876], [16.2722, 16.9540, -4.3580], [18.7752, 13.6421, 0.9323], [17.8665, 14.4439, 0.0166], [17.8947, 15.8366, 0.4588], [17.3348, 16.7818, -0.2755], [16.7086, 16.5929, -1.3139], [17.5348, 17.9450, 0.3605], [16.9923, 19.1698, -0.1536], [18.8542, 14.0954, 1.9204], [19.8091, 13.5273, 0.6066], [18.3578, 12.6445, 1.0687], [16.8658, 14.0957, 0.2723], [18.0305, 14.2068, -1.0346], [16.8646, 19.1552, -1.2360], [17.6304, 20.0191, 0.0907], [16.0537, 19.3578, 0.3677], [13.9479, 22.5855, 0.0173], [13.5522, 21.2547, -0.7339], [13.2912, 21.5988, -2.0547], [14.2347, 21.5833, -2.9889], [15.3166, 21.0132, -2.9015], [13.7610, 22.2675, -4.0494], [14.4386, 22.0797, -5.2939], [13.0516, 23.1639, 0.2414], [14.6684, 23.2382, -0.4756], [14.2926, 22.3698, 1.0287], [12.5494, 20.9970, -0.3933], [14.3548, 20.5337, -0.5789], [15.5278, 22.1088, -5.3232], [14.0792, 22.6974, -6.1170], [14.2197, 21.0464, -5.5632], [7.5259, 10.1542, -2.2587], [7.7043, 9.1170, -1.2038], [9.0154, 9.1120, -0.7426], [9.3169, 8.3926, 0.2743], [8.6462, 7.5945, 0.8893], [10.6091, 8.7262, 0.5174], [11.3561, 8.0248, 1.4574], [6.4880, 10.1492, -2.5915], [8.1427, 9.9459, -3.1330], [7.8289, 11.1366, -1.8965], [7.5414, 8.1316, -1.6402], [7.0312, 9.3002, -0.3662], [11.2722, 8.6081, 2.3744], [12.3798, 7.9893, 1.0849], [10.9834, 7.0240, 1.6754], [13.7131, 8.0887, -3.0417], [13.0508, 7.9990, -1.6126], [13.5873, 6.8445, -1.0498], [14.7533, 6.8648, -0.3181], [15.4068, 7.8720, -0.1367], [15.0292, 5.6103, 0.1031], [14.1714, 4.4644, -0.0991], [14.7714, 8.3436, -2.9853], [13.1264, 8.8302, -3.5840], [13.6413, 7.1129, -3.5219], [11.9680, 7.9068, -1.6973], [13.2724, 8.9366, -1.1027], [13.2409, 4.6875, -0.6211], [13.8385, 4.0830, 0.8662], [14.6879, 3.6687, -0.6359], [13.7273, 9.6792, 6.6091], [12.4391, 10.1265, 5.9173], [12.7680, 10.8336, 4.7593], [11.8224, 11.1958, 3.8261], [12.1212, 11.9399, 2.8551], [10.6228, 10.7912, 4.1839], [9.4862, 11.0266, 3.3122], [13.6554, 9.2598, 7.6126], [14.4279, 10.5120, 6.6703], [14.1977, 8.8494, 6.0816], [11.8866, 10.8024, 6.5701], [11.7286, 9.3429, 5.6541], [9.3423, 12.0452, 2.9520], [8.6028, 10.8592, 3.9282], [9.5518, 10.2738, 2.5266], [14.7875, 18.9166, 3.0555], [14.7433, 17.5791, 3.0683], [15.9363, 16.8973, 3.0740], [15.9139, 15.4954, 3.0429], [14.7073, 14.8302, 3.0814], [13.5006, 15.5177, 3.2285], [13.5356, 16.9339, 3.2329], [16.7970, 17.5248, 2.8955], [16.8291, 14.9220, 3.0427], [14.6718, 13.7585, 2.9528], [12.5442, 15.0162, 3.2345], [12.6799, 17.5910, 3.2814]]}

***

(2)
{"formula": "C4H22N2O5", "method": "ωB97M-V/def2-TZVPD", "charge": 1, "multiplicity": 2, "s2": 0.755, "orbital_gap_ev": [10.040, 4.674], "symbols": ["C", "C", "C", "C", "N", "N", "H", "H", "H", "H", "H", "H", "H", "H", "H", "H", "H", "H", "H", "H", "O", "H", "H", "O", "H", "H", "O", "H", "H", "O", "H", "H", "O"], "coordinates": [[-0.8607, -1.9918, 1.3953], [-0.7564, -0.6761, 0.6151], [0.5984, 0.0340, 0.8373], [0.8064, 2.5277, 0.9267], [0.3713, 1.2860, 1.5725], [-0.5893, -3.1737, 0.6805], [-0.2314, -1.9224, 2.2756], [-1.8486, -2.0702, 1.8727], [-1.5966, -0.0237, 0.8434], [-0.8568, -0.7903, -0.4702], [1.2024, -0.6492, 1.4336], [1.2514, 0.2833, -0.0061], [0.4822, 2.5835, -0.1089], [1.8808, 2.7271, 0.9855], [0.3635, 3.3513, 1.4815], [0.7573, 1.2997, 2.5087], [-1.0029, -3.2433, -0.2531], [0.3960, -3.4610, 0.6762], [2.8326, 1.1180, -2.1047], [3.6517, 1.5011, -0.8233], [2.9138, 0.9857, -1.1574], [2.2777, -1.5931, -0.7684], [1.5208, -2.3333, -1.8151], [1.8151, -2.4351, -0.8963], [-1.6538, 2.0544, 1.5271], [-3.2018, 1.7885, 1.5562], [-2.4714, 2.0874, 1.0078], [0.7840, 0.3753, -1.5318], [-0.4965, 0.0622, -2.3499], [0.4161, -0.2330, -2.1786], [-2.8120, 0.4944, -1.0620], [-1.8626, 1.6514, -1.1992], [-2.2305, 0.9218, -1.6902]]}

***

(3)
{"formula": "C3H9NO2", "method": "ωB97M-V/def2-TZVPD", "smiles": "CNC(C)=O.O", "multiplicity": 1, "orbital_gap_ev": 10.386, "symbols": ["C", "C", "N", "C", "O", "H", "H", "H", "H", "H", "H", "H", "H", "H", "O"], "coordinates": [[0.3681, 0.3103, 1.1006], [-1.0399, 0.2456, 0.5125], [-1.2447, 0.9330, -0.6763], [-0.5083, 0.4402, -1.8696], [-1.9855, -0.0671, 1.2073], [0.4750, 1.4087, 1.0739], [0.3413, 0.0287, 2.1447], [1.2518, -0.0387, 0.5843], [-2.2211, 0.9724, -0.9180], [-0.4994, -0.6497, -1.9483], [0.5457, 0.7357, -1.8005], [-0.8754, 1.0382, -2.7003], [2.8979, -2.1781, -0.5388], [2.7745, -1.0187, 0.5830], [3.3847, -1.5410, 0.0212]]}

***

(4)
{"formula": "C3H3O3S", "method": "ωB97M-V/def2-TZVPD", "charge": -1, "multiplicity": 1, "orbital_gap_ev": 6.758, "symbols": ["C", "C", "C", "O", "O", "O", "S", "H", "H", "H"], "coordinates": [[0.6019, 1.6385, -0.5414], [0.5758, 0.3767, -0.1423], [-1.6506, -0.4955, 0.1596], [-1.9803, -0.9000, -0.9186], [-1.8959, -0.2337, 1.2761], [0.9171, -1.9446, 1.0372], [1.8295, -0.6599, 0.3135], [1.4032, 2.3321, -0.5355], [-0.2238, 2.1094, -0.9483], [0.4231, -2.2231, 0.2997]]}

***

(5)
{"formula": "C6H11O", "method": "ωB97M-V/def2-TZVPD", "charge": 1, "multiplicity": 1, "orbital_gap_ev": 12.918, "symbols": ["C", "C", "C", "C", "C", "C", "O", "H", "H", "H", "H", "H", "H", "H", "H", "H", "H", "H"], "coordinates": [[0.1158, 2.4481, -1.2285], [-1.0851, 2.4382, -1.2447], [0.3779, -1.1307, 1.4206], [-0.8171, -1.3807, 0.5815], [0.9568, 0.0962, 0.7600], [-0.1791, -1.1096, -0.8378], [0.7678, 0.0083, -0.6254], [0.2787, 0.8231, -0.8108], [1.1823, 2.5942, -0.9831], [-2.0310, 2.6139, -1.4765], [0.1530, -0.9177, 2.4141], [1.0737, -2.0002, 1.3497], [-1.1677, -2.3638, 0.6483], [-1.6257, -0.6811, 0.7044], [0.5381, 0.9959, 1.1200], [1.9826, 0.2119, 1.0099], [0.3306, -1.9037, -1.2869], [-0.8516, -0.7422, -1.5148]]}

***

(6)
{"formula": "C4H7N2", "method": "ωB97M-V/def2-TZVPD", "charge": 1, "multiplicity": 1, "orbital_gap_ev": 10.525, "symbols": ["C", "C", "C", "C", "N", "N", "H", "H", "H", "H", "H", "H", "H"], "coordinates": [[1.5234, -0.0339, -0.6989], [1.2843, 0.5548, 0.6507], [-2.2611, 0.2591, -0.1527], [0.8182, -0.7923, 0.3634], [-2.1612, -1.1612, -0.4943], [-1.2108, -0.6624, 0.0802], [0.9109, 0.5133, -1.4358], [2.5502, -0.4162, -0.9964], [2.0042, 0.6693, 1.4414], [0.4663, 1.2190, 0.6674], [-2.0898, 0.9820, -0.9372], [-2.7509, 0.6601, 0.6304], [0.9164, -1.7916, 0.8819]]}

***

Number 1: total energy -260715.2869 eV. Number 2: total energy -17713.7977 eV. Number 3: total energy -8841.6479 eV. Number 4: total energy -20136.4081 eV. Number 5: total energy -8436.9241 eV. Number 6: total energy -7228.7254 eV.